Here is an isolated molecule of C18H13N3O4S from the OMol25 dataset. Energies are from ωB97M-V with the def2-TZVPD basis set.

Structure (XYZ):
```
39
Properties=species:S:1:pos:R:3:forces:R:3
N -5.1049 1.0950 3.6276 0.64 -0.67 -0.57
C -4.1646 0.5813 3.1879 -0.82 1.03 1.04
C -2.8956 0.0820 2.7580 -0.39 1.17 -1.28
C -2.3164 -0.9873 3.4335 1.05 0.99 -3.39
C -1.1931 -1.6069 2.9853 1.77 0.47 0.73
C -0.4607 -0.9374 1.9849 0.34 -1.26 1.46
C -1.0105 0.1585 1.3580 0.81 1.11 -2.50
C -2.2776 0.7030 1.6638 1.59 -1.51 0.64
C -0.0102 0.5139 0.2705 -3.26 -0.10 0.73
C -0.4740 1.3410 -0.9263 0.95 -1.78 -1.23
N -0.3539 2.7163 -0.7443 -0.41 3.90 0.33
S -0.2586 3.5106 -2.2747 0.62 -0.08 -2.75
O -1.5818 3.5350 -2.8987 1.54 -0.16 1.53
O 0.5759 4.6979 -2.3990 -1.09 -1.08 1.41
C 0.6544 2.1058 -2.9905 -0.13 0.75 -0.48
C 1.3700 1.9062 -4.2176 -1.20 1.91 -0.12
C 1.6096 0.6234 -4.6169 -0.10 -0.52 0.15
C 1.2191 -0.4511 -3.7645 1.64 2.06 -2.68
C 0.6465 -0.2042 -2.5896 -1.91 -2.32 1.45
C 0.3056 1.0688 -2.1947 0.76 -1.30 0.16
C 1.0246 -0.3341 0.4123 0.24 0.78 0.39
N 0.8368 -1.1946 1.5200 -0.02 1.43 -2.06
C 1.9263 -1.8726 2.1803 -0.06 0.24 1.54
C 1.7661 -3.3615 2.0142 1.58 -2.13 -3.30
O 1.9296 -3.8182 0.8419 -1.08 0.92 4.61
O 1.6350 -4.1467 3.1479 -0.01 1.78 -2.02
H -2.6998 -1.2599 4.2998 -2.12 -1.56 3.69
H -0.7802 -2.3838 3.6319 0.08 -0.01 -0.52
H -2.5906 1.5780 1.1181 -0.56 0.00 0.13
H -1.4877 1.2086 -1.2213 -1.22 -0.99 0.36
H 0.5338 2.7927 -0.3140 1.22 1.18 0.66
H 1.5517 2.7611 -4.9234 -0.09 -0.85 1.02
H 2.0036 0.4172 -5.6255 -0.02 0.12 0.74
H 1.4544 -1.3689 -4.1942 -0.04 -1.91 0.01
H 0.2128 -1.0747 -2.0521 0.64 0.69 -0.03
H 1.8905 -0.1830 -0.2320 0.20 -1.06 0.59
H 2.9245 -1.6327 1.7302 -1.14 0.00 0.21
H 1.9496 -1.5561 3.2554 0.03 -0.39 -0.78
H 1.6398 -5.0225 2.7577 -0.04 -0.86 0.12
```
Forces are in eV/Å.

Values from the calculation:
- HOMO (eV) = -9.150
- LUMO energy (eV) = 0.0
- spin multiplicity = 1
- Kohn-Sham gap (eV) = 9.1909
- F_max (Eh/bohr) = 0.09376
- relative energy (zero: lowest compared OMol25 entry of this formula, charge and spin) (kJ/mol) = 0.0